Computed, not measured: a cluster of 2 separate species, C4H8FN in total, with the ωB97M-V functional and the def2-TZVPD basis.

Last column: natural (NBO) charge in e.
Cartesian coordinates (Å):
C  0.32189  -0.56368  -1.34341  -0.10
C  1.05526  -1.20083  2.95450  -0.49
C  -1.38468  0.90544  -2.41712  -0.43
C  1.05521  0.09478  2.73796  0.24
N  -0.44203  -0.20610  -2.31721  -0.55
F  2.18720  0.82162  2.74135  -0.34
H  0.19164  0.13027  -0.48582  0.09
H  -0.40543  -0.76038  -3.16511  0.38
H  1.96720  -1.73710  3.15176  0.22
H  0.13706  -1.75534  2.93447  0.21
H  -1.21820  1.45571  -3.34300  0.20
H  -1.24801  1.57546  -1.56934  0.21
H  -2.41023  0.52684  -2.41118  0.20
H  0.19311  0.71331  2.53216  0.16

Atoms 1-3, force components in eV/Å:
C 0.58 -0.44 0.51
C 0.12 0.06 0.03
C -0.24 0.13 0.09

Output
Energy (Ha): -311.703664
E_LUMO (eV): 0.892
Largest force on an atom (eV Å⁻¹): 0.89
Energy relative to the best compared isomer or geometry (same formula, charge and spin) (kJ/mol): 303.83
Gap between HOMO and LUMO (eV): 9.0

Computed, not measured: a cluster of 2 separate species, C4H8FN2 in total in a non-equilibrium geometry, with the ωB97M-V functional and the def2-TZVPD basis.

Last column: natural (NBO) charge in e.
Cartesian coordinates (Å):
C  2.51444  1.10732  0.72491  -0.41
C  1.81174  0.06318  0.23712  0.23
C  -1.47855  -1.03545  -0.79256  0.73
C  -1.24885  1.06827  0.69461  -0.41
N  -1.15404  0.00248  -0.28405  -0.26
N  -1.94630  -2.01320  -1.42750  -0.78
F  2.55332  -1.09716  0.29680  -0.36
H  3.30978  0.79158  1.30416  0.23
H  2.09537  2.12685  0.55198  0.21
H  -2.15944  1.52846  0.61198  0.24
H  -1.21816  0.59181  1.76140  0.27
H  -0.48179  1.68361  0.40068  0.24
H  1.22627  0.01149  -0.38756  0.10
H  -1.51760  -2.97258  -1.27468  0.48
H  -2.30619  -1.85668  -2.41730  0.48

Atoms 1-3, force components in eV/Å:
C -4.35 -0.04 -1.65
C 14.25 1.94 10.65
C 1.29 6.40 3.15

Output
Energy (Ha): -366.165719
E_LUMO (eV): -4.532
Largest force on an atom (eV Å⁻¹): 17.90
Total charge: +1
Energy relative to the best compared isomer or geometry (same formula, charge and spin) (kJ/mol): 477.44
Gap between HOMO and LUMO (eV): 8.6

Computed, not measured: a cluster of 2 separate species, C4H8FNO in total in a non-equilibrium geometry, with the ωB97M-V functional and the def2-TZVPD basis.

Last column: natural (NBO) charge in e.
Cartesian coordinates (Å):
C  1.39734  0.74234  0.79909  -0.63
C  0.65042  1.07776  -0.50384  -0.30
C  0.75826  0.35268  -1.61859  0.13
O  1.56994  -0.70457  -1.79729  -0.67
H  1.72731  -0.40642  0.63767  0.16
H  2.21374  1.42642  0.85380  0.22
H  0.86608  0.78380  1.74828  0.22
H  0.08814  1.88783  -0.32066  0.20
H  0.01707  0.66164  -2.30972  0.19
H  2.15527  -0.84703  -1.08863  0.48
C  -2.05535  -1.15795  1.02900  -0.11
N  -2.49286  -0.11007  0.52605  0.02
F  -3.33746  -0.59860  -0.52387  -0.29
H  -2.21283  -2.06769  0.65827  0.19
H  -1.34507  -1.04014  1.91046  0.20

Atoms 1-3, force components in eV/Å:
C 0.33 -3.09 -1.94
C 2.53 -3.08 1.86
C -0.50 1.57 2.27

Output
Energy (Ha): -386.911184
E_LUMO (eV): 0.701
Largest force on an atom (eV Å⁻¹): 5.62
SMILES: C/C=C\O.C=NF
Energy relative to the best compared isomer or geometry (same formula, charge and spin) (kJ/mol): 396.94
Gap between HOMO and LUMO (eV): 9.4

Computed, not measured: a cluster of 2 separate species, C4H8FNO in total in a non-equilibrium geometry, with the ωB97M-V functional and the def2-TZVPD basis.

Last column: natural (NBO) charge in e.
Cartesian coordinates (Å):
H  3.02895  -2.21327  -0.09552  0.38
N  2.44902  -1.39958  -0.24456  -0.67
C  2.93725  -0.31024  -0.28466  0.51
F  4.27206  0.02615  -0.11613  -0.38
H  2.51620  0.64211  -0.55682  0.16
C  -0.43760  0.36235  0.95870  -0.58
C  -1.36114  0.01657  0.03800  0.36
C  -2.49624  0.97854  -0.34796  -0.66
O  -1.49198  -1.14566  -0.57195  -0.68
H  0.27178  -0.33689  1.40407  0.20
H  -0.42900  1.38207  1.34964  0.21
H  -3.45923  0.57422  -0.32416  0.22
H  -2.36943  1.49017  -1.30000  0.22
H  -2.38340  1.82667  0.20731  0.21
H  -1.04724  -1.89319  -0.11596  0.49

Atoms 1-3, force components in eV/Å:
H 0.33 0.10 0.22
N -1.73 -3.01 0.02
C 2.45 3.62 -0.55

Output
Energy (Ha): -387.010599
E_LUMO (eV): 0.922
Largest force on an atom (eV Å⁻¹): 4.41
SMILES: [H]/N=C\F.C=C(C)O
Energy relative to the best compared isomer or geometry (same formula, charge and spin) (kJ/mol): 135.93
Gap between HOMO and LUMO (eV): 9.6

Computed, not measured: an isolated molecule of C4H8FNO in a non-equilibrium geometry, with the ωB97M-V functional and the def2-TZVPD basis.

Last column: natural (NBO) charge in e.
Cartesian coordinates (Å):
C  -0.22755  2.31531  0.11110  -0.48
C  -0.24518  1.07426  -0.39767  0.40
F  -0.21848  0.91006  -1.75599  -0.34
C  -0.17106  -0.18998  0.38564  -0.16
N  -1.22223  -1.13317  0.02283  -0.87
C  1.16482  -0.95773  0.19690  -0.05
O  1.45630  -1.45403  -1.07218  -0.71
H  -0.25751  2.49053  1.19831  0.21
H  -0.29836  3.20939  -0.49254  0.22
H  -0.27714  0.14981  1.42595  0.19
H  -1.44350  -1.79677  0.79955  0.39
H  -1.95847  -0.58669  -0.42561  0.38
H  1.06106  -1.85031  0.87593  0.15
H  1.98547  -0.29512  0.52279  0.18
H  0.65184  -1.88557  -1.39501  0.48

Atoms 1-3, force components in eV/Å:
C -0.49 -0.66 0.33
C 0.45 1.32 -0.25
F -0.24 0.02 0.71

Output
Energy (Ha): -387.029076
E_LUMO (eV): 0.816
Largest force on an atom (eV Å⁻¹): 1.75
SMILES: C=C(F)[C@@H](N)CO
Energy relative to the best compared isomer or geometry (same formula, charge and spin) (kJ/mol): 87.42
Gap between HOMO and LUMO (eV): 10.3

Computed, not measured: an isolated molecule of C4H8FNO in a non-equilibrium geometry, with the ωB97M-V functional and the def2-TZVPD basis.

Last column: natural (NBO) charge in e.
Cartesian coordinates (Å):
C  0.90368  0.62037  1.24531  -0.65
C  0.27186  -0.03656  0.00646  0.31
C  1.10735  0.21800  -1.23455  -0.67
F  0.28587  -1.57130  0.32170  -0.45
C  -1.28472  0.27685  0.01153  0.65
N  -1.99159  -0.80126  -0.27238  -0.81
O  -1.65987  1.39119  0.27795  -0.59
H  0.56542  1.60070  1.48770  0.25
H  0.64018  -0.01977  2.08727  0.23
H  1.99312  0.54111  1.26680  0.21
H  2.14304  0.43455  -1.17105  0.23
H  1.01100  -0.78777  -1.67504  0.25
H  0.66369  0.70814  -2.03617  0.24
H  -1.67181  -1.72516  -0.01150  0.42
H  -2.97722  -0.84909  -0.30401  0.39

Atoms 1-3, force components in eV/Å:
C 0.23 -2.12 0.54
C 0.20 -0.10 1.95
C -1.46 -3.44 -0.13

Output
Energy (Ha): -387.062371
E_LUMO (eV): 0.919
Largest force on an atom (eV Å⁻¹): 3.74
SMILES: CC(C)(F)C(N)=O
Energy relative to the best compared isomer or geometry (same formula, charge and spin) (kJ/mol): 0.00
Gap between HOMO and LUMO (eV): 11.0

> Which value of energy relative to the best compared isomer or geometry (same formula, charge and spin) does entry 1 give?

303.83 kJ/mol